# 1
C52H70Ge2KN5O2S3 as an isolated structure in a non-equilibrium geometry, computed with ωB97M-V/def2-TZVPD.

Geometry as XYZ:
```
135
Properties=species:S:1:pos:R:3
K -1.000 0.682 0.309
C -1.769 -3.687 -2.411
C -2.488 -2.667 -1.556
C -2.623 -2.863 -0.177
C -1.933 -4.019 0.510
C -3.397 -1.977 0.576
C -3.648 -2.258 2.038
C -3.955 -0.840 -0.024
C -4.695 0.159 0.836
C -3.800 -0.634 -1.398
C -4.455 0.546 -2.079
C -3.061 -1.546 -2.160
C -2.883 -1.319 -3.642
H -0.735 -3.400 -2.623
H -2.271 -3.814 -3.369
H -1.741 -4.663 -1.933
H -1.639 -3.755 1.524
H -1.026 -4.310 -0.017
H -2.572 -4.904 0.576
H -2.888 -1.788 2.666
H -3.643 -3.326 2.245
H -4.618 -1.874 2.350
H -4.218 0.238 1.809
H -5.741 -0.124 0.988
H -4.688 1.155 0.395
H -3.768 1.393 -2.173
H -5.333 0.887 -1.536
H -4.784 0.284 -3.083
H -3.697 -1.767 -4.221
H -1.952 -1.747 -4.008
H -2.861 -0.259 -3.880
C 2.961 -4.548 -1.667
C 1.881 -3.550 -1.244
Ge 2.506 -2.281 0.126
C 1.610 -2.706 1.794
C 1.823 -4.185 2.129
C 4.460 -2.347 0.348
C 4.951 -1.173 -0.084
Ge 3.392 -0.244 -0.877
C 3.341 1.670 -0.508
C 4.257 2.462 -1.443
C 3.590 -0.512 -2.830
C 5.011 -0.903 -3.242
C 6.379 -0.781 -0.018
C 6.738 0.510 0.367
C 8.069 0.886 0.463
C 9.071 -0.025 0.157
C 8.729 -1.310 -0.242
C 7.397 -1.683 -0.326
H 2.627 -5.193 -2.484
H 3.252 -5.195 -0.837
H 3.866 -4.035 -2.001
H 1.007 -4.075 -0.853
H 1.541 -2.977 -2.110
H 0.545 -2.474 1.719
H 2.017 -2.074 2.582
H 1.383 -4.842 1.375
H 1.369 -4.437 3.089
H 2.885 -4.430 2.196
H 5.098 -3.104 0.807
H 3.654 1.768 0.534
H 2.313 2.036 -0.546
H 5.271 2.060 -1.469
H 4.327 3.510 -1.140
H 3.883 2.456 -2.467
H 3.281 0.397 -3.354
H 2.886 -1.297 -3.122
H 5.727 -0.111 -3.016
H 5.079 -1.114 -4.312
H 5.345 -1.794 -2.709
H 5.958 1.224 0.604
H 8.325 1.891 0.771
H 10.111 0.266 0.227
H 9.504 -2.023 -0.493
H 7.132 -2.683 -0.647
C 4.323 2.370 3.373
C 2.995 2.930 3.754
C 2.532 3.069 5.025
C 1.186 3.450 5.184
N 0.401 3.785 4.182
C 0.881 3.719 2.917
S -0.012 4.146 1.553
N 2.164 3.276 2.749
C 0.571 3.427 6.549
H 5.012 2.416 4.213
H 4.756 2.907 2.529
H 4.197 1.322 3.087
H 3.146 2.800 5.871
H 2.436 3.117 1.785
H 1.151 4.029 7.250
H 0.566 2.400 6.920
H -0.448 3.800 6.505
O -0.859 1.458 -1.856
S 0.378 1.291 -2.705
C -0.194 0.851 -4.330
C -1.244 1.566 -4.895
C -1.681 1.217 -6.158
C -1.065 0.172 -6.846
C -0.019 -0.528 -6.272
C 0.423 -0.191 -4.995
C 0.892 2.966 -3.074
C 0.357 3.975 -2.295
C 0.755 5.286 -2.540
C 1.674 5.560 -3.538
C 2.204 4.529 -4.309
C 1.817 3.222 -4.079
H -1.708 2.374 -4.343
H -2.502 1.756 -6.612
H -1.409 -0.091 -7.838
H 0.453 -1.341 -6.808
H 1.233 -0.735 -4.526
H -0.346 3.737 -1.510
H 0.347 6.086 -1.938
H 1.987 6.580 -3.718
H 2.921 4.746 -5.090
H 2.214 2.415 -4.685
O -1.883 0.460 2.408
S -1.741 1.235 3.718
C -2.877 0.476 4.915
C -4.203 1.223 4.851
C -3.824 2.689 4.654
C -2.793 2.707 3.532
H -2.399 0.552 5.892
H -2.918 -0.576 4.640
H -4.797 1.062 5.751
H -4.790 0.869 4.000
H -3.379 3.083 5.572
H -4.681 3.318 4.410
H -2.145 3.582 3.523
H -3.246 2.580 2.547
N 1.223 0.490 1.382
C 1.247 0.330 2.537
N 1.372 0.327 3.822
C 0.685 -0.471 4.603
N 0.120 -1.133 5.370
```

Kohn-Sham gap in eV: 8.00
Total energy in eV: -228468.6041
Relative energy (zero: lowest compared OMol25 entry of this formula, charge and spin) in eV: 1.350
M in g/mol: 1077.684
Max |F| in eV/A: 2.03
HOMO energy in eV: -7.717

# 2
C3H7NO4 as an isolated structure in a non-equilibrium geometry, computed with ωB97M-V/def2-TZVPD.

Geometry as XYZ:
```
15
Properties=species:S:1:pos:R:3
C 0.704 1.653 1.085
N -0.285 0.833 0.422
C 0.397 -0.385 -0.911
O -0.476 -0.260 -1.958
O 1.599 -0.287 -1.036
H 0.038 -0.262 -2.780
H -1.191 1.286 0.312
H 1.669 1.160 0.995
H 0.453 1.779 2.142
H 0.756 2.634 0.609
C -0.247 -1.495 0.181
O -1.310 -2.169 -0.403
O -0.524 -0.632 1.184
H -2.128 -1.662 -0.322
H 0.544 -2.193 0.480
```

Kohn-Sham gap in eV: 9.19
Total energy in eV: -12901.2176
Relative energy (zero: lowest compared OMol25 entry of this formula, charge and spin) in eV: 4.769
M in g/mol: 121.092
Max |F| in eV/A: 4.34
HOMO energy in eV: -8.938

# 3
C24H20BrN3O5Os as an isolated structure in a non-equilibrium geometry, computed with ωB97M-V/def2-TZVPD.

Geometry as XYZ:
```
54
Properties=species:S:1:pos:R:3
Os -0.075 -1.445 -0.484
O -1.988 -2.065 0.157
C -2.837 -1.139 0.522
C -3.709 -1.418 1.600
C -4.673 -0.529 1.998
C -4.855 0.682 1.314
C -4.034 0.983 0.262
C -2.991 0.122 -0.144
C -2.148 0.591 -1.194
N -1.037 0.041 -1.575
N -0.333 0.558 -2.621
C 0.670 -0.220 -2.920
O 0.868 -1.381 -2.349
C 1.634 0.212 -3.952
C 1.571 1.477 -4.529
C 2.547 1.872 -5.429
C 3.587 1.014 -5.761
C 3.648 -0.252 -5.195
C 2.676 -0.650 -4.294
H -3.562 -2.362 2.109
H -5.301 -0.764 2.848
H -5.624 1.375 1.626
H -4.156 1.923 -0.264
H -2.461 1.494 -1.715
H 0.764 2.145 -4.264
H 2.504 2.856 -5.877
H 4.351 1.332 -6.459
H 4.454 -0.926 -5.458
H 2.706 -1.631 -3.841
N 4.265 -0.489 -0.514
C 2.994 -0.904 -0.350
O 2.067 -0.098 -0.307
C 2.781 -2.399 -0.273
C 1.385 -2.745 0.241
H 4.453 0.496 -0.576
H 5.034 -1.133 -0.531
H 3.551 -2.843 0.363
H 2.927 -2.781 -1.287
H 1.325 -2.559 1.322
H 1.169 -3.798 0.045
Br -2.665 3.320 6.639
C -1.785 2.216 5.365
C -1.027 1.144 5.805
C -0.433 0.312 4.868
C -0.606 0.548 3.510
C -1.340 1.650 3.091
C -1.931 2.495 4.017
C -0.016 -0.426 2.508
O 0.669 -1.361 2.901
O -0.324 -0.168 1.279
H -0.909 0.961 6.864
H 0.168 -0.531 5.180
H -1.444 1.843 2.033
H -2.500 3.357 3.699
```

Kohn-Sham gap (alpha / beta) in eV: 7.40 / 6.78
Total energy in eV: -112428.9076
Relative energy (zero: lowest compared OMol25 entry of this formula, charge and spin) in eV: 0.193
M in g/mol: 700.574
Max |F| in eV/A: 1.22
HOMO energy (alpha / beta) in eV: -7.859 / -8.444
<S²>: 6.02
Multiplicity: 5

# 4
One molecule with the formula C3H4N2O2, computed with ωB97M-V/def2-TZVPD.

Geometry as XYZ:
```
11
Properties=species:S:1:pos:R:3
N 0.815 1.137 -1.028
C -0.008 0.467 -0.060
C 0.838 -0.261 0.991
O 0.424 -1.236 1.566
C -1.565 -1.318 0.069
O -2.216 -2.162 0.551
N -1.011 -0.442 -0.580
H 0.294 1.878 -1.483
H 1.141 0.507 -1.755
H 1.822 0.180 1.226
H -0.533 1.251 0.502
```

Kohn-Sham gap in eV: 10.55
Total energy in eV: -10250.5314
Relative energy (zero: lowest compared OMol25 entry of this formula, charge and spin) in eV: 1.734
M in g/mol: 100.077
Max |F| in eV/A: 0.86
HOMO energy in eV: -10.118
SMILES: N[C@H](C=O)N=C=O